[1]
A 18-piece molecular cluster, C34H82FN3O20 overall in a non-equilibrium geometry. Source: OMol25; level of theory: ωB97M-V with the def2-TZVPD basis set.

CARTESIAN COORDINATES (ANGSTROEM)
N -0.32 -3.97 0.95
C -1.28 -4.43 -0.02
O -1.32 -5.61 -0.31
C -2.29 -3.50 -0.77
C -1.86 -3.29 -2.26
C -0.65 -2.38 -2.36
C -0.71 -0.99 -2.13
N -1.95 -0.39 -1.81
C 0.45 -0.19 -2.27
C 0.47 1.28 -2.08
C 1.07 2.05 -3.06
C 1.17 3.42 -3.00
C 0.61 4.06 -1.91
C -0.03 3.31 -0.94
C -0.10 1.94 -1.00
C 1.61 -0.87 -2.61
C 1.67 -2.25 -2.85
C 0.53 -2.98 -2.74
F 0.59 -4.29 -3.01
C 3.10 -2.64 -3.20
O 3.51 -3.62 -3.75
N 3.93 -1.55 -2.73
C 3.03 -0.40 -2.82
O 3.52 0.66 -3.10
H -0.76 -3.34 1.61
H 0.47 -3.52 0.50
H -3.29 -3.94 -0.75
H -2.26 -2.51 -0.29
H -1.62 -4.29 -2.64
H -2.70 -2.93 -2.87
H -2.73 -0.97 -2.10
H -2.07 -0.21 -0.82
H 1.52 1.54 -3.91
H 1.69 3.94 -3.80
H 0.68 5.14 -1.87
H -0.49 3.87 -0.12
H -0.60 1.36 -0.23
H 4.10 -1.67 -1.73
C -0.96 6.58 -3.73
O -1.22 7.24 -2.49
H -0.32 5.73 -3.54
H -1.90 6.23 -4.17
H -0.46 7.26 -4.41
H -1.79 7.99 -2.67
C -2.90 -1.57 2.71
O -2.14 -0.76 1.83
H -3.13 -2.49 2.19
H -2.29 -1.80 3.59
H -3.83 -1.09 3.03
H -1.93 0.06 2.29
C 3.27 6.27 -5.75
O 2.29 7.23 -5.38
H 2.79 5.48 -6.33
H 4.05 6.73 -6.37
H 3.73 5.83 -4.86
H 2.73 7.92 -4.88
C 3.44 1.52 -6.76
O 3.65 2.83 -6.26
H 2.93 1.59 -7.73
H 4.39 1.01 -6.90
H 2.81 0.95 -6.07
H 4.10 2.74 -5.41
C -5.19 1.33 2.60
O -5.90 0.57 1.61
H -4.23 1.63 2.18
H -5.76 2.22 2.85
H -5.03 0.72 3.49
H -6.74 0.32 2.00
C -2.06 3.25 2.81
O -1.43 4.15 1.92
H -2.27 2.33 2.28
H -1.39 3.04 3.65
H -2.99 3.67 3.18
H -1.26 4.96 2.41
C -5.92 3.99 5.66
O -5.54 2.75 5.08
H -5.78 4.77 4.91
H -6.97 3.97 5.96
H -5.29 4.22 6.52
H -5.66 2.07 5.76
C 7.36 1.26 -7.98
O 7.05 1.92 -6.75
H 8.01 0.42 -7.77
H 6.44 0.89 -8.45
H 7.87 1.95 -8.66
H 6.47 2.66 -6.96
C -5.52 -2.63 5.31
O -5.22 -1.32 5.79
H -5.99 -2.53 4.33
H -4.59 -3.20 5.21
H -6.20 -3.14 5.99
H -4.80 -1.41 6.64
C 1.69 -6.91 2.35
O 1.89 -5.52 2.58
H 2.57 -7.45 2.69
H 0.82 -7.25 2.92
H 1.52 -7.10 1.29
H 1.10 -5.06 2.28
C 8.05 -3.02 -6.93
O 8.71 -2.06 -7.74
H 7.07 -2.63 -6.66
H 7.92 -3.96 -7.47
H 8.63 -3.20 -6.02
H 9.57 -2.42 -7.98
C -1.98 4.52 6.43
O -1.60 5.00 5.14
H -2.62 3.66 6.29
H -1.09 4.22 7.00
H -2.52 5.30 6.98
H -1.03 5.76 5.28
C -8.01 1.09 7.50
O -6.65 0.67 7.61
H -8.02 2.14 7.22
H -8.52 0.51 6.72
H -8.53 0.97 8.45
H -6.66 -0.26 7.86
C 4.57 0.36 0.58
O 4.25 1.68 0.15
H 5.09 0.42 1.53
H 3.66 -0.23 0.70
H 5.23 -0.12 -0.16
H 3.80 1.61 -0.70
C -1.19 -7.10 5.50
O -1.24 -5.74 5.90
H -2.13 -7.57 5.75
H -1.03 -7.16 4.42
H -0.38 -7.61 6.02
H -0.40 -5.34 5.67
C -4.65 -6.76 -0.89
O -3.95 -5.79 -1.67
H -5.61 -6.34 -0.61
H -4.81 -7.67 -1.47
H -4.08 -7.00 0.02
H -3.10 -6.17 -1.90
C 8.13 0.53 2.12
O 8.31 1.94 2.27
H 9.04 0.04 2.44
H 7.29 0.19 2.73
H 7.95 0.30 1.06
H 7.50 2.36 1.98

Its gap between HOMO and LUMO is 8.41 eV. As for the spin multiplicity: 1.

Atomic partial charges in e from the Mulliken method, atoms 1 to 4: N -0.3754; C -0.2205; O -0.5529; C 0.6617


[2]
C12H13N3O5ReSe as an isolated structure. Source: OMol25; level of theory: ωB97M-V with the def2-TZVPD basis set.

CARTESIAN COORDINATES (ANGSTROEM)
Re -0.35 0.63 0.27
O 1.50 -0.09 0.53
C 1.88 -0.40 1.94
C 1.30 0.74 2.75
N -0.15 0.95 2.40
C -0.52 2.38 2.65
C -0.15 3.22 1.44
O 0.22 4.33 1.44
O -0.32 2.50 0.24
C -1.07 -0.01 3.09
C -1.55 -1.09 2.14
O -1.89 -2.18 2.43
O -1.57 -0.65 0.79
H 2.03 -0.57 -0.13
H 2.96 -0.43 2.01
H 1.46 -1.37 2.18
H 1.83 1.66 2.51
H 1.42 0.54 3.82
H -0.04 2.78 3.54
H -1.60 2.46 2.77
H -1.96 0.52 3.44
H -0.60 -0.47 3.96
Se -1.10 1.94 -2.82
N -0.54 0.52 -1.80
C -0.32 -0.51 -2.62
C 0.08 -1.82 -2.24
C 0.28 -2.74 -3.23
C 0.08 -2.44 -4.61
C -0.33 -1.21 -5.01
C -0.54 -0.21 -4.02
N -0.94 1.02 -4.28
H 0.17 -2.09 -1.20
H 0.57 -3.74 -2.96
H 0.25 -3.22 -5.34
H -0.50 -0.96 -6.05

Its gap between HOMO and LUMO (spin up / spin down) is 7.30 / 6.62 eV. The net charge is +2. As for the spin multiplicity: 2.

Atomic partial charges in e from the natural (NBO) method, atoms 1 to 4: Re 1.7936; O -0.6751; C -0.0875; C -0.2681


[3]
C19H31F9OP2Sn as an isolated structure in a non-equilibrium geometry. Source: OMol25; level of theory: ωB97M-V with the def2-TZVPD basis set.

CARTESIAN COORDINATES (ANGSTROEM)
P -0.46 -0.58 -4.84
P -3.21 -1.55 -2.48
C -1.90 -1.63 -4.87
C -3.08 -0.96 -4.21
H -1.72 -2.86 -4.30
H -2.11 -1.90 -5.91
H -3.11 0.15 -4.23
H -4.00 -1.30 -4.72
C -4.53 -2.81 -2.81
H -4.70 -3.37 -1.88
H -4.27 -3.50 -3.61
H -5.45 -2.30 -3.10
C -4.00 -0.42 -1.36
H -5.09 -0.55 -1.40
H -3.82 0.63 -1.71
H -3.62 -0.57 -0.34
C 0.37 -0.94 -6.43
H 1.44 -0.67 -6.36
H -0.09 -0.33 -7.22
H 0.29 -2.01 -6.70
C -0.62 1.21 -4.94
H -1.54 1.59 -4.49
H -0.60 1.51 -6.00
H 0.25 1.67 -4.45
Sn -1.96 2.07 -1.27
C -1.94 -2.93 -2.03
C -1.76 -3.72 -3.32
C -0.59 -4.67 -3.30
C 0.84 -4.06 -3.36
C 0.98 -2.82 -4.11
C 0.69 -1.50 -3.62
C 0.04 -1.23 -2.19
C -0.64 -2.36 -1.41
C -0.01 2.79 -1.80
H -2.37 -3.58 -1.25
H -2.66 -4.34 -3.50
H -0.69 -5.29 -4.19
H -0.67 -5.36 -2.45
H 1.25 -3.97 -2.35
H 1.45 -4.79 -3.92
H 1.58 -2.85 -5.03
H 1.58 -0.83 -3.71
H -0.67 -0.39 -2.28
H 0.83 -0.81 -1.52
H 0.08 -3.15 -1.15
H -0.92 -1.89 -0.45
H 0.30 3.71 -1.27
H -0.03 2.96 -2.89
H 0.68 1.96 -1.57
F -0.73 3.63 1.21
C -0.74 2.67 2.19
F 0.22 2.99 3.10
F -1.95 2.74 2.79
C -0.48 1.27 1.55
O -1.13 1.02 0.35
C 1.06 1.09 1.39
F 1.72 0.87 2.56
F 1.33 0.05 0.57
F 1.62 2.19 0.81
C -0.95 0.19 2.58
F -0.65 0.53 3.87
F -2.29 0.01 2.49
F -0.37 -1.01 2.32

Its gap between HOMO and LUMO (spin up / spin down) is 7.26 / 6.38 eV. The net charge is +2. As for the spin multiplicity: 1.

Atomic partial charges in e from the Mulliken method, atoms 1 to 4: P 0.9008; P 1.0743; C -0.3442; C -1.2606


Number 1: electronic energy -3113.3221 Eh. Number 2: electronic energy -3484.6391 Eh. Number 3: electronic energy -2612.8826 Eh.